# 1
DFT (the ωB97M-V functional and the def2-TZVPD basis) results for a 13-piece molecular cluster, H26O13 overall in a non-equilibrium geometry.

The geometry in XYZ format:
```
39
H26O13, DFT the ωB97M-V functional and the def2-TZVPD basis
H 0.09078 -0.28823 0.35729
H -0.27182 0.27918 -1.00528
H -2.02672 -1.91175 2.89494
H -0.61539 -1.90853 3.45901
H -1.09926 0.47600 1.35651
H -2.52750 0.97597 1.21432
H -4.82775 -1.02986 -2.08759
H -4.59203 0.13848 -3.03070
H 4.45704 -0.16270 -2.18018
H 4.90895 -0.68516 -0.82636
H 2.65557 -1.00549 -0.86435
H 2.47390 0.18752 0.05965
H 1.24275 -2.06617 -2.50635
H 0.05014 -2.98061 -2.73333
H 0.45632 1.93189 0.25649
H 1.63484 1.65639 -0.66286
H 0.97718 4.56152 1.38057
H 0.26682 3.68449 0.36260
H -1.70535 2.67083 -1.20144
H -3.17517 2.31885 -1.36201
H 1.25712 -3.93446 2.33226
H 1.26741 -3.12447 1.04624
H -1.75713 -2.08085 -0.50996
H -0.84484 -3.16524 0.03947
H 0.70669 2.63408 3.11129
H -0.00573 1.81607 2.04670
O 0.40388 0.32262 -0.31932
O -1.52810 -1.70655 3.69385
O -1.76579 0.69410 0.69533
O -4.21963 -0.30184 -2.25841
O 5.24773 -0.39824 -1.68187
O 3.06301 -0.55481 -0.11611
O 0.58635 -2.30867 -3.16917
O 1.13435 2.37714 -0.26409
O 0.77782 4.49808 0.43971
O -2.51662 2.97102 -1.62654
O 0.71266 -3.71554 1.56765
O -1.76003 -2.99751 -0.21209
O 0.86755 2.13244 2.30416
```

Its total charge is 0. As for the orbital gap: 9.0 eV. The value obtained for the relative energy (zero: lowest compared OMol25 entry of this formula, charge and spin) is 121.0 kcal/mol.

These are the natural (NBO) partial charges, in e, on atoms 1 to 5: 0.46, 0.51, 0.47, 0.47, 0.45

# 2
DFT (the ωB97M-V functional and the def2-TZVPD basis) results for a 13-piece molecular cluster, H26O13 overall in a non-equilibrium geometry.

The geometry in XYZ format:
```
39
H26O13, DFT the ωB97M-V functional and the def2-TZVPD basis
H -0.16363 -0.25478 -1.83405
H -0.02263 -0.28486 -0.32102
H -0.02914 1.54872 1.67891
H -1.06710 2.25408 2.53631
H -3.26126 -0.30181 0.41883
H -2.52121 -0.33676 1.74591
H 3.24023 -2.57947 -2.56759
H 3.18828 -2.65651 -1.05056
H 2.04083 3.66773 -2.21537
H 0.69201 3.80611 -1.52865
H -2.85541 0.88648 -2.31924
H -2.80429 -0.13571 -1.19561
H 1.41389 -2.66376 -1.00060
H 1.02768 -2.86821 0.45511
H 3.09531 0.46371 1.43875
H 3.21678 1.96723 1.62509
H 4.01936 2.08519 -0.13526
H 3.83039 1.69365 -1.59163
H -4.05559 3.54252 0.83295
H -3.21931 2.36486 0.35988
H -1.44300 -3.03616 1.40618
H -1.61345 -1.62673 0.86352
H 0.70571 -0.81745 2.86971
H 1.15411 -2.20364 3.30267
H -1.48876 -1.73104 -1.59753
H -2.74934 -2.57872 -1.54845
O -0.47289 0.18327 -1.03314
O -0.84546 1.39192 2.16679
O -2.40822 -0.09855 0.81883
O 3.20336 -3.20997 -1.83951
O 1.13152 3.94446 -2.37523
O -2.82570 -0.06305 -2.15647
O 1.44033 -2.23165 -0.13946
O 3.19623 1.13952 2.11852
O 3.87086 2.46128 -1.01018
O -4.11410 2.60256 0.62790
O -1.69990 -2.55330 0.61256
O 1.11061 -1.28977 3.60589
O -1.91709 -2.48137 -2.02475
```

Its total charge is 0. As for the orbital gap: 9.6 eV. The value obtained for the relative energy (zero: lowest compared OMol25 entry of this formula, charge and spin) is 86.3 kcal/mol.

These are the natural (NBO) partial charges, in e, on atoms 1 to 5: 0.47, 0.48, 0.47, 0.48, 0.47

# 3
DFT (the ωB97M-V functional and the def2-TZVPD basis) results for a 13-piece molecular cluster, H26O13 overall in a non-equilibrium geometry.

The geometry in XYZ format:
```
39
H26O13, DFT the ωB97M-V functional and the def2-TZVPD basis
H -0.25470 -0.87775 -0.16025
H -1.01067 -0.55365 1.11784
H 2.81919 1.83291 0.06824
H 2.34728 3.01479 -0.76272
H -4.12555 3.09357 1.06015
H -4.78357 1.79304 0.62925
H 1.13898 -0.33627 -3.39788
H 1.66500 0.41238 -4.61150
H 5.01995 -3.34892 1.58557
H 3.72476 -2.59964 1.85222
H 1.81142 -3.60835 -2.48224
H 0.40089 -3.05945 -2.34389
H -3.03300 2.62355 -0.63071
H -1.58762 2.27790 -0.94921
H -3.43794 -1.67013 2.34977
H -4.13485 -0.45073 1.76888
H -0.53430 -0.72913 2.90952
H -0.59275 0.00825 4.23726
H 3.21974 -2.34707 -1.82901
H 4.21708 -1.54909 -2.65277
H -2.79265 0.93415 3.14403
H -1.35430 1.33174 2.85574
H -1.17897 0.71217 -3.47501
H 0.13813 0.89971 -2.74010
H 2.32425 -0.81096 -1.40585
H 1.36861 -1.55694 -0.48917
O -0.13169 -0.77506 0.79018
O 2.48569 2.73362 0.14875
O -4.95419 2.73726 0.72045
O 1.71013 0.39844 -3.64882
O 4.25353 -3.34019 2.16997
O 0.88594 -3.85541 -2.58919
O -2.12766 2.89850 -0.44700
O -3.74720 -0.78791 2.58437
O -1.12387 -0.20270 3.46112
O 3.78775 -1.56936 -1.79007
O -2.16079 1.64974 3.27699
O -0.54633 1.38930 -3.20999
O 1.49686 -0.70576 -0.92279
```

Its total charge is 0. As for the orbital gap: 8.7 eV. The value obtained for the relative energy (zero: lowest compared OMol25 entry of this formula, charge and spin) is 109.3 kcal/mol.

These are the natural (NBO) partial charges, in e, on atoms 1 to 5: 0.48, 0.47, 0.47, 0.47, 0.49

# 4
DFT (the ωB97M-V functional and the def2-TZVPD basis) results for a 13-piece molecular cluster, H26O13 overall.

The geometry in XYZ format:
```
39
H26O13, DFT the ωB97M-V functional and the def2-TZVPD basis
O -2.94094 -1.51067 0.32322
H -3.72266 -1.53446 -0.23870
H -2.19486 -1.50961 -0.29457
O -2.43224 2.51818 -0.72826
H -1.70308 3.15194 -0.74359
H -2.07292 1.73219 -1.16039
O 2.27798 1.91048 1.62442
H 2.94664 1.44232 2.14092
H 1.61891 2.18906 2.26268
O -0.15094 -3.09266 -0.60999
H 0.06923 -2.61817 -1.43953
H 0.19567 -2.53449 0.09155
O -1.53880 0.25698 2.67909
H -2.45988 0.29681 2.98122
H -1.04585 0.73629 3.34742
O 2.74570 -0.44602 -1.99877
H 3.30578 0.31107 -1.78745
H 3.26738 -1.22758 -1.75497
O 2.92675 -3.03994 -0.53029
H 2.45091 -2.43878 0.04807
H 2.36841 -3.82733 -0.56746
O 0.22919 -1.15787 -2.61529
H 1.13763 -0.79215 -2.57283
H -0.19544 -0.96877 -1.76278
O -0.54274 0.03544 -0.10312
H -1.04970 0.01810 0.73370
H 0.38696 -0.01597 0.16043
O -1.82369 -2.71804 2.64438
H -1.09778 -2.09470 2.73848
H -2.39692 -2.32073 1.96410
O 3.12048 2.28666 -0.99552
H 2.86712 2.29302 -0.05928
H 3.96478 1.82368 -1.01263
O 0.60538 2.29765 -2.42438
H 1.52539 2.51737 -2.60233
H 0.61756 1.92938 -1.53337
O -3.79592 1.99933 1.65742
H -2.98369 2.16672 1.15290
H -4.47980 1.93526 0.98550
```

Its total charge is 0. As for the orbital gap: 9.9 eV. The value obtained for the relative energy (zero: lowest compared OMol25 entry of this formula, charge and spin) is 38.1 kcal/mol.

These are the natural (NBO) partial charges, in e, on atoms 1 to 5: -0.97, 0.48, 0.49, -0.96, 0.48

# 5
DFT (the ωB97M-V functional and the def2-TZVPD basis) results for a 13-piece molecular cluster, H26O13 overall in a non-equilibrium geometry.

The geometry in XYZ format:
```
39
H26O13, DFT the ωB97M-V functional and the def2-TZVPD basis
H 1.30624 0.41944 0.49099
H 0.11031 0.46192 -0.44417
H 2.51859 -1.04538 -2.68213
H 1.43202 -2.04196 -3.06433
H 0.06018 -3.76824 -1.21626
H 0.85298 -5.00558 -1.60398
H 2.54256 1.81311 -1.44920
H 3.62118 2.13030 -0.52611
H 3.69108 -0.30321 3.06214
H 3.60735 -1.69282 3.45821
H -3.45098 -1.47345 1.92271
H -3.38294 -2.42419 0.62486
H -1.86804 -2.63108 1.18183
H -0.99713 -3.78567 1.57569
H -2.88234 2.13831 1.28346
H -3.69021 3.10942 2.15443
H 1.48345 4.05399 -0.69361
H 0.09063 4.48946 -0.56720
H -0.34094 -1.93917 0.57713
H -0.05685 -1.89594 -0.91586
H -4.90375 2.52938 -1.21779
H -4.00973 1.95787 -0.20371
H -2.57204 -0.28592 -0.14729
H -2.49042 1.15292 -0.52926
H 5.77802 0.40425 0.52762
H 4.37054 0.04051 0.42830
O 1.06724 0.57913 -0.34906
O 1.61972 -1.14615 -3.03962
O 0.36270 -4.34609 -1.93398
O 2.68398 2.37886 -0.60776
O 3.06008 -0.93585 3.24573
O -3.07976 -1.59314 0.98404
O -1.79943 -3.27490 1.80738
O -3.23846 2.96270 1.27866
O 0.92356 4.83897 -0.48883
O 0.36611 -1.63775 -0.07939
O -4.60436 1.62844 -0.88325
O -2.32206 0.21269 -0.85911
O 4.85821 0.78205 0.67187
```

Its total charge is 0. As for the orbital gap: 9.4 eV. The value obtained for the relative energy (zero: lowest compared OMol25 entry of this formula, charge and spin) is 135.4 kcal/mol.

These are the natural (NBO) partial charges, in e, on atoms 1 to 5: 0.46, 0.48, 0.47, 0.47, 0.47

# 6
DFT (the ωB97M-V functional and the def2-TZVPD basis) results for a 13-piece molecular cluster, H26O13 overall in a non-equilibrium geometry.

The geometry in XYZ format:
```
39
H26O13, DFT the ωB97M-V functional and the def2-TZVPD basis
H -0.24888 0.87610 0.05774
H 1.30651 0.90892 0.42230
H -3.33694 0.75287 0.02166
H -2.99709 2.01907 -0.82340
H -1.16784 0.97935 -2.67556
H -0.08550 0.33579 -1.79315
H 2.27558 0.19537 -2.01866
H 1.67942 -1.00211 -1.29928
H -3.28468 -1.11023 -2.20157
H -4.73507 -1.42238 -1.90384
H 5.46697 -0.45352 0.72765
H 6.24401 -0.20186 -0.53364
H 2.65792 -1.87212 2.70245
H 3.23651 -1.44908 1.31470
H -1.06716 2.31161 1.89986
H 0.02776 3.21752 1.65562
H -2.06770 4.31466 0.11423
H -1.17527 3.30141 -0.51458
H -1.69787 -3.44436 1.45219
H -1.71792 -2.96546 2.89100
H 4.15235 3.30329 0.91199
H 3.02247 3.18749 -0.14166
H -0.04533 -4.33456 -1.94458
H 0.33652 -2.91729 -2.22273
H -3.99429 -0.94112 1.68123
H -3.26455 -2.20161 2.05509
O 0.58733 0.35507 0.14338
O -3.14394 1.66463 0.06272
O -0.75478 1.08237 -1.86963
O 2.54584 -0.70126 -1.56219
O -3.91337 -1.33931 -1.50646
O 5.61868 -0.86003 -0.22236
O 3.32647 -2.11327 2.00024
O -0.21517 2.35850 1.40805
O -2.09137 3.51558 -0.44775
O -1.16220 -2.87985 2.04377
O 3.74674 2.70932 0.35692
O -0.11173 -3.62543 -2.64729
O -3.95244 -1.55408 2.40552
```

Its total charge is 0. As for the orbital gap: 10.4 eV. The value obtained for the relative energy (zero: lowest compared OMol25 entry of this formula, charge and spin) is 112.0 kcal/mol.

These are the natural (NBO) partial charges, in e, on atoms 1 to 5: 0.51, 0.49, 0.46, 0.49, 0.47

Number 1: highest occupied orbital energy -9.828 eV. Number 2: highest occupied orbital energy -10.144 eV. Number 3: highest occupied orbital energy -9.520 eV. Number 4: highest occupied orbital energy -10.628 eV. Number 5: highest occupied orbital energy -9.559 eV. Number 6: highest occupied orbital energy -10.586 eV.